Formula: C4H7N5O
Source: the Open Molecules 2025 dataset
Level of theory: ωB97M-V/def2-TZVPD

```
17
Properties=species:S:1:pos:R:3:forces:R:3
C 3.140824 0.973794 0.592307 -1.03 1.91 0.60
C -0.925543 -1.498841 0.797327 2.90 -1.07 -1.82
C -1.732237 -0.819254 -1.245533 0.63 -2.90 -1.59
C -1.430689 0.877386 0.600438 -1.03 0.84 -0.67
N 3.146071 0.508840 -0.643539 1.03 0.04 -0.26
N 1.987656 0.718178 1.247196 0.93 -0.77 -0.81
N 2.051412 -0.160676 -0.765912 -1.84 -1.07 0.67
N 1.352124 -0.068972 0.384654 -0.30 -0.07 -0.60
N -1.494548 -0.527276 0.166378 -0.10 -1.03 0.95
O -0.310621 -2.469002 0.994839 -2.55 2.54 0.40
H 3.740649 1.824033 0.848744 0.69 -0.23 0.51
H -2.401541 -0.154670 -1.771738 -0.40 0.23 0.61
H -0.795784 -0.863506 -1.809650 0.36 0.76 0.37
H -2.025689 -1.910762 -1.379274 -0.39 1.45 0.43
H -2.427975 1.361102 0.278385 1.45 -0.82 0.92
H -1.259004 0.844249 1.684130 -0.02 0.63 -0.49
H -0.615113 1.365371 0.021243 -0.32 -0.44 0.78
```
Positions in Å, forces in eV/Å.

Highest occupied orbital energy in Eh: -0.3052
Frontier orbital gap in hartree: 0.238
DFT total energy in a.u.: -505.4794
E_LUMO in eV: -1.82
Energy above the lowest of the compared OMol25 structures with the same formula, charge and spin in kcal per mole: 105.18

Formula: C3H6N2O
Source: the Open Molecules 2025 dataset
Level of theory: ωB97M-V/def2-TZVPD

```
12
Properties=species:S:1:pos:R:3:forces:R:3
O 2.578613 -0.383536 -0.646650 -0.42 0.53 0.33
C 1.896383 0.433503 -0.152816 0.61 -0.01 -0.12
N 1.358125 1.416065 0.373085 0.30 -0.37 -0.16
C -1.207160 0.149941 -0.465099 -0.25 0.18 -0.15
C -1.106127 -0.739609 0.712809 -0.17 -0.07 0.19
N -0.044976 -0.703856 -0.279755 0.08 -0.26 -0.16
H 2.011024 2.177279 0.509601 0.02 0.13 0.07
H -1.897978 -0.099036 -1.265533 0.01 -0.02 0.18
H -1.003663 1.211465 -0.327336 0.02 -0.29 -0.08
H -0.833242 -0.312980 1.674748 -0.07 -0.05 -0.15
H -1.731415 -1.626160 0.745380 0.04 0.10 0.04
H -0.019589 -1.523078 -0.878432 -0.17 0.12 0.02
```
Positions in Å, forces in eV/Å.

Highest occupied orbital energy in Eh: -0.3605
Frontier orbital gap in hartree: 0.398
DFT total energy in a.u.: -302.6119
E_LUMO in eV: 1.03
Energy above the lowest of the compared OMol25 structures with the same formula, charge and spin in kcal per mole: 50.96
Structure (SMILES): C1CN1.N=C=O